(1)
Here is a cluster of 3 separate species, C20H38Br2Cl6IO6P2 in total from the Open Molecules 2025 dataset. Energies are from the ωB97M-V functional and the def2-TZVPD basis.

```
75
C20H38Br2Cl6IO6P2, DFT the ωB97M-V functional and the def2-TZVPD basis
I 2.58223 0.47542 -1.64615
Br -1.14185 0.03063 -1.64018
Br -1.24814 -3.20462 -1.11717
Cl -1.09420 -5.18189 -4.12551
Cl -3.57696 2.98875 -8.83824
Cl -5.45643 0.45051 -7.52226
Cl 3.50726 1.98887 2.36266
Cl -2.07363 -2.25598 -5.60421
Cl -2.10004 5.27038 3.26741
P -0.37544 0.61353 1.54070
P -2.40840 1.44010 1.61202
O 4.21495 3.48161 -2.37542
O 2.59566 -2.47878 4.19129
O -2.95201 2.02024 0.24964
O 0.17305 1.60246 0.16190
O 0.42969 -1.62569 2.87865
O 1.31548 0.16247 1.87971
C 0.12779 -2.79072 3.77446
C 3.84517 3.14540 -0.90433
C -2.95829 -3.80239 -5.59183
C -0.46180 4.47085 3.60572
C 2.10215 3.19099 -0.51614
C 2.36337 0.99486 1.27496
C -0.04146 1.92281 2.90921
C 1.65382 1.69753 -0.02392
C -1.63411 -1.93560 0.44819
C 3.95964 -2.97686 3.91258
C 4.53899 -2.54312 2.42417
C -0.63777 -0.69515 0.19955
C -3.34860 2.18811 -7.26357
C -3.70644 0.71145 -7.31340
C -2.75767 -4.56761 -4.29366
C 4.51599 4.69015 -1.29349
C -3.23940 -1.66743 0.33162
C -0.64334 -0.58779 3.05901
C 0.06324 3.47312 2.36960
C 1.58673 -3.56032 4.01570
H 0.94814 1.70500 3.54227
H -0.38469 -0.10053 4.08774
H -1.45036 -2.61560 1.37743
H -0.29673 -2.38571 4.78927
H -3.26188 0.39321 2.19211
H -0.40381 3.89775 4.62888
H -2.63343 -4.38609 -6.45871
H -3.42011 -5.43791 -4.26915
H -3.66298 -1.67976 1.44833
H -0.63070 -3.54314 3.29631
H -0.88695 1.96167 3.75290
H 0.33389 5.35941 3.65516
H -3.18713 0.19762 -8.12828
H 0.44331 -1.16843 0.00187
H 3.12357 0.19014 0.83247
H 1.19935 3.71313 2.24660
H 1.81219 -4.11512 2.99636
H 5.04255 -3.47020 1.87210
H 1.68992 3.52766 -1.55644
H -3.94762 2.72347 -6.52020
H 4.05143 -4.13414 4.12838
H 1.54686 -4.30343 4.94461
H 4.55742 2.34884 -0.24365
H 2.12700 4.01631 0.30731
H -2.55876 2.56318 2.54830
H 3.73010 -2.05589 1.72710
H -2.98021 -3.94616 -3.42056
H -4.01771 -3.56151 -5.72196
H -3.42486 0.22831 -6.37286
H -3.74191 -2.60303 -0.19223
H 5.40127 -1.74464 2.54326
H -1.71970 -1.04221 3.08894
H 4.67278 -2.43229 4.69855
H 5.35050 4.42681 -0.47762
H -2.29367 2.30608 -6.99890
H -0.60996 3.72633 1.45036
H 5.32138 4.94173 -2.07820
H -3.55774 -0.63712 -0.11715
```

The calculation puts the HOMO energy at -5.44 eV. As for the total energy: -275525.47068 eV. As for the total charge: -1.

Here are the Mulliken charges for atoms 1 to 4, given in e: 0.035 -0.045 -0.181 -0.182

---

(2)
Here is a structure of composition C3HO2Rh from the Open Molecules 2025 dataset. Energies are from the ωB97M-V functional and the def2-TZVPD basis.

```
7
C3HO2Rh, DFT the ωB97M-V functional and the def2-TZVPD basis
Rh 0.86089 0.94697 -0.00204
O -0.87183 0.80004 -0.24292
O 2.92433 -1.70094 0.18083
C -2.04075 0.36145 -0.42719
C 2.40170 -0.70967 0.14172
C -3.05449 -0.31904 -0.47838
H -4.02508 -0.77488 -0.43457
```

As for the expectation value of S²: 6.0459. The spin multiplicity is 5. The calculation puts the HOMO energy (alpha / beta) at -21.40 / -20.95 eV. As for the total energy: -10202.54904 eV. As for the total charge: +2.

Here are the Mulliken charges for atoms 1 to 4, given in e: 1.161 -0.536 0.056 0.505

---

(3)
Here is an isolated molecule of C18H19N3O4 from the Open Molecules 2025 dataset. Energies are from the ωB97M-V functional and the def2-TZVPD basis.

```
44
C18H19N3O4, DFT the ωB97M-V functional and the def2-TZVPD basis
O 1.78591 1.81425 1.73431
O -1.33571 -2.68981 0.08726
O -0.71552 0.36938 -1.80086
O -1.71140 0.14313 2.22395
N -2.55345 1.31927 -0.92347
N 1.04935 1.63238 -0.39188
N -3.23535 -0.47572 0.68772
C 4.38950 1.02012 0.78380
C 3.15167 -0.33343 -0.76959
C -1.21008 1.14370 -0.99747
C -0.19004 -3.36066 -0.09059
C -2.01369 -0.59983 1.30208
C 0.83924 -2.75367 0.56436
C 1.95083 1.41726 0.59704
C 5.51536 -0.66130 -0.49936
C -0.31536 2.00276 -0.11406
C -3.51894 -0.89871 -0.66593
C 0.28021 -1.62704 1.19975
C -3.25756 1.90673 0.19633
C -3.36975 0.33003 -1.60334
C -1.05550 -1.62390 0.87539
C 5.55110 0.35200 0.44465
C 3.18515 0.69406 0.16848
C -3.93049 0.75941 0.99955
C 4.31484 -1.00736 -1.09758
H -0.23359 -4.24510 -0.69583
H -4.01184 2.60222 -0.18519
H 4.39353 1.80247 1.52775
H 1.86299 -3.06519 0.59081
H 4.28381 -1.80832 -1.82211
H -4.97926 0.63766 0.72498
H -2.87443 0.04915 -2.53215
H -4.33648 0.78428 -1.82812
H 2.21812 -0.63316 -1.22486
H -0.48778 3.06469 -0.33134
H 1.16946 1.16950 -1.28464
H -2.83228 -1.68639 -0.96090
H 6.48445 0.61641 0.91941
H 0.77788 -0.90146 1.80984
H -4.53981 -1.29090 -0.70562
H -0.50279 1.82019 0.95109
H -3.85011 0.94649 2.06962
H -2.56318 2.45227 0.82971
H 6.42100 -1.18789 -0.76296
```

The calculation puts the HOMO energy at -8.97 eV. As for the SMILES: O=C(NCC(=O)N1CCN(C(=O)c2ccco2)CC1)c1ccccc1. As for the total energy: -31635.32568 eV. As for the total charge: 0.

Here are the Mulliken charges for atoms 1 to 4, given in e: -0.658 -0.455 -0.702 -0.635